Model w:
{"formula": "C4H9N3", "method": "ωB97M-V/def2-TZVPD", "charge": 0, "homo_energy_ev": -8.1, "species": ["C", "N", "C", "C", "N", "H", "H", "H", "H", "H", "H", "C", "N", "H", "H", "H"], "coordinates": [[0.401, -0.978, 0.533], [-0.021, -2.240, 0.101], [-0.693, -0.010, 0.714], [1.681, -0.662, 0.782], [-0.411, 1.262, 1.019], [0.724, -2.848, -0.204], [-0.784, -2.238, -0.561], [-1.213, 1.749, 1.409], [-1.669, -0.427, 0.969], [1.927, 0.289, 1.225], [2.488, -1.341, 0.544], [-0.294, 1.859, -1.520], [-0.866, 0.827, -1.845], [-0.996, 0.178, -0.915], [-0.047, 2.675, -2.192], [-0.227, 1.907, -0.060]]}



Model x:
{"formula": "C4H9N3", "method": "ωB97M-V/def2-TZVPD", "charge": 0, "homo_energy_ev": -7.9, "species": ["N", "C", "N", "N", "C", "C", "C", "H", "H", "H", "H", "H", "H", "H", "H", "H"], "coordinates": [[-0.196, 0.398, -0.590], [-0.425, -0.035, 0.738], [-1.300, 0.554, -1.451], [0.355, 0.640, 1.666], [1.014, 0.201, -1.228], [-1.305, -0.975, 1.057], [2.092, -0.365, -0.709], [-1.726, -0.355, -1.678], [-2.029, 1.129, -0.973], [0.025, 0.640, 2.616], [0.762, 1.505, 1.345], [1.010, 0.616, -2.213], [-1.524, -1.205, 2.089], [-1.852, -1.531, 0.316], [2.100, -0.797, 0.275], [3.000, -0.419, -1.262]]}



The most stable of them is model x.



Model w:
{"formula": "C4H9N3", "method": "ωB97M-V/def2-TZVPD", "charge": 0, "homo_energy_ev": -7.7, "species": ["C", "C", "C", "C", "N", "N", "N", "H", "H", "H", "H", "H", "H", "H", "H", "H"], "coordinates": [[1.081, 1.343, -0.271], [0.092, 0.943, -1.064], [1.194, 0.519, 0.986], [-2.002, -0.173, -0.547], [-0.580, -0.199, -0.709], [0.218, -0.552, 0.933], [0.772, -1.771, 0.835], [1.763, 2.150, -0.465], [-0.174, 1.412, -2.002], [2.209, 0.113, 1.094], [0.971, 1.131, 1.868], [-2.308, -1.083, -0.032], [-2.361, 0.694, 0.022], [-2.466, -0.160, -1.538], [0.066, -2.490, 0.738], [1.525, -1.878, 0.152]]}



Model x:
{"formula": "C4H9N3", "method": "ωB97M-V/def2-TZVPD", "charge": 0, "homo_energy_ev": [-6.8, -6.8], "species": ["C", "C", "N", "N", "C", "C", "N", "H", "H", "H", "H", "H", "H", "H", "H", "H"], "coordinates": [[0.731, -1.457, -1.228], [-0.938, 0.327, 0.271], [-2.135, 0.807, -0.198], [0.954, 1.492, 1.374], [0.285, 1.079, 0.185], [0.465, -1.209, 0.235], [-0.767, -0.902, 0.744], [-2.370, 1.770, -0.015], [-2.911, 0.164, -0.191], [0.876, 0.805, 2.115], [1.934, 1.690, 1.211], [0.348, 1.856, -0.582], [1.121, -1.793, 0.890], [0.065, -0.881, -1.870], [1.764, -1.222, -1.495], [0.578, -2.524, -1.445]]}



Model y:
{"formula": "C4H9N3", "method": "ωB97M-V/def2-TZVPD", "charge": 0, "homo_energy_ev": -9.0, "species": ["N", "C", "N", "H", "H", "H", "H", "C", "C", "C", "N", "H", "H", "H", "H", "H"], "coordinates": [[-0.546, -1.168, -1.650], [0.198, -0.413, -0.656], [-0.029, -0.827, 0.698], [0.023, -1.204, -2.493], [-0.584, -2.124, -1.309], [-1.015, -0.906, 0.905], [1.264, -0.524, -0.891], [0.778, -0.453, 1.725], [-0.175, 1.043, -0.773], [-1.382, 1.585, -0.540], [1.953, 0.055, 1.629], [2.319, 0.244, 2.569], [0.319, -0.638, 2.713], [0.646, 1.704, -1.039], [-2.232, 0.971, -0.260], [-1.535, 2.655, -0.626]]}



Model z:
{"formula": "C4H9N3", "method": "ωB97M-V/def2-TZVPD", "charge": 0, "homo_energy_ev": [-7.1, -7.1], "species": ["C", "C", "C", "N", "C", "N", "N", "H", "H", "H", "H", "H", "H", "H", "H", "H"], "coordinates": [[0.337, -0.491, 1.299], [-2.278, 0.669, 0.287], [1.268, -0.566, -0.392], [1.673, 0.683, -0.873], [-1.180, 0.066, -0.518], [-0.195, -0.581, 0.032], [1.775, -1.708, -0.679], [2.406, 0.659, -1.565], [1.672, 1.453, -0.223], [2.733, -1.623, -1.005], [0.794, -1.371, 1.718], [-0.163, 0.147, 2.019], [-1.162, 0.155, -1.596], [-2.005, 1.678, 0.619], [-3.188, 0.747, -0.306], [-2.486, 0.082, 1.184]]}



The most stable of them is model y.



Model w:
{"formula": "C4H9N3", "method": "ωB97M-V/def2-TZVPD", "charge": 0, "homo_energy_ev": -9.0, "species": ["C", "N", "C", "N", "C", "C", "N", "H", "H", "H", "H", "H", "H", "H", "H", "H"], "coordinates": [[-2.266, -0.003, -0.201], [-0.630, -0.294, -0.172], [0.020, 0.832, 0.088], [-0.315, -1.577, 0.256], [1.644, 0.443, 0.399], [2.525, -0.205, -0.336], [-0.196, 2.057, -0.044], [0.284, -2.027, -0.430], [0.119, -1.595, 1.176], [-1.172, 2.335, -0.076], [1.973, 1.002, 1.269], [-2.605, 0.480, 0.716], [-2.525, 0.591, -1.078], [-2.672, -1.004, -0.283], [3.572, -0.268, -0.066], [2.243, -0.767, -1.217]]}



Model x:
{"formula": "C4H9N3", "method": "ωB97M-V/def2-TZVPD", "charge": 0, "homo_energy_ev": [-7.2, -6.5], "species": ["C", "C", "N", "N", "C", "C", "N", "H", "H", "H", "H", "H", "H", "H", "H", "H"], "coordinates": [[0.627, 0.541, -1.181], [-0.016, -0.377, -0.122], [-0.008, -1.786, -0.336], [1.224, 0.085, 1.960], [0.079, 0.121, 1.247], [-0.786, 0.856, -0.850], [-1.791, 1.056, -1.673], [0.176, -2.037, -1.297], [-0.869, -2.230, -0.040], [2.097, -0.094, 1.488], [1.228, 0.145, 2.966], [-2.671, 0.826, -1.206], [1.441, 1.194, -0.879], [0.751, 0.068, -2.152], [-0.823, 0.180, 1.844], [-0.661, 1.453, 0.232]]}



The most stable of them is model w.